(1)
Density functional theory data (ωB97M-V/def2-TZVPD) for 2 unconnected molecules or ions with the total composition C2H7N2S in a non-equilibrium geometry.

The geometry in XYZ format:
```
12
Properties=species:S:1:pos:R:3:mulliken_charge:R:1
S 1.4784 0.7411 0.4003 -0.66
N -2.3806 -0.8633 1.0689 -0.71
N -0.8763 -0.9958 -0.7446 -0.51
C 1.5702 1.5764 -1.2172 -0.89
C -1.4111 -1.4328 0.4406 0.19
H -1.0089 -2.3921 0.7930 0.30
H -1.4762 -0.5632 -1.4324 0.25
H 2.0320 0.9022 -1.9571 0.24
H 0.6317 1.8423 -1.7123 0.25
H 2.3212 2.3501 -1.0880 0.25
H 0.0253 -0.4484 -0.6453 0.06
H -2.0941 -0.8829 2.0553 0.24
```

* total charge: -1
* DFT total energy: -588.07430 Eh
* Kohn-Sham gap: 6.81 eV
* relative energy (zero: lowest compared OMol25 entry of this formula, charge and spin): 1.673 eV
* LUMO level: 4.24 eV



(2)
Density functional theory data (ωB97M-V/def2-TZVPD) for a molecular structure, C3H4Br3I in a non-equilibrium geometry.

The geometry in XYZ format:
```
11
Properties=species:S:1:pos:R:3:mulliken_charge:R:1
I -2.7416 1.1702 0.1136 0.17
Br 2.7479 1.3731 -0.6899 -0.13
Br -1.6593 -1.9449 -0.9784 -0.07
Br 1.2990 -1.7862 0.7681 0.00
C 0.5653 -0.0650 0.5617 -0.44
C -1.5075 -0.4896 0.3433 -0.50
C 0.9447 0.6450 -0.6778 -0.40
H 0.7258 0.5271 1.5914 0.37
H -1.5545 -0.8755 1.3908 0.43
H 0.2446 1.5727 -0.8051 0.25
H 0.9356 -0.1271 -1.6176 0.32
```

* total charge: 0
* DFT total energy: -8136.35516 Eh
* Kohn-Sham gap: 8.87 eV
* LUMO level: -0.42 eV



(3)
Density functional theory data (ωB97M-V/def2-TZVPD) for a single C23H30N4O5 molecule.

The geometry in XYZ format:
```
62
Properties=species:S:1:pos:R:3:mulliken_charge:R:1
O -2.2219 2.7702 4.3615 -0.68
O 0.1140 -2.2440 -0.2631 -0.59
O 3.4101 0.8737 1.3213 -0.49
O 4.3027 2.6509 3.4445 -0.49
O 2.3866 -0.0160 -5.9183 -0.44
N -1.1162 1.7746 2.6177 -0.03
N -1.0559 -2.3219 -2.2159 0.00
N -2.7970 -2.1825 0.6610 -0.02
N -3.1120 0.2950 1.9655 0.35
C -2.1201 -3.1408 -0.1998 -1.28
C 1.1418 1.3633 2.0021 -0.12
C -0.1686 -1.7417 -3.1361 0.10
C -0.8861 -2.5433 -0.8854 0.68
C -2.8083 -0.8961 2.7354 -1.11
C 2.0808 3.0125 3.9737 -0.75
C 1.9863 0.2266 -7.2448 -0.87
C 5.3632 2.0300 2.7565 -0.71
C 2.9183 0.0455 0.2944 -1.00
C -0.6212 -1.5306 -4.4332 -0.93
C -3.9868 -0.0568 0.8708 -1.26
C 1.9493 -0.8030 -3.7603 -0.72
C -3.2048 -0.9861 -0.0571 -0.26
C -2.1990 2.0787 3.3675 0.67
C 0.2403 2.0174 2.8386 -0.05
C -2.0214 -1.8531 1.8478 -0.22
C 0.7166 2.8552 3.8349 -0.54
C 2.5134 1.5175 2.1368 0.81
C 0.1968 -0.9598 -5.3915 -0.47
C 2.9991 2.3649 3.1515 0.18
C 1.4955 -0.5864 -5.0624 0.79
C 1.1343 -1.3737 -2.8079 -0.06
C -3.4694 1.4398 2.7737 -0.87
H 5.3349 0.9434 2.8631 0.25
H 0.7498 0.7128 1.2357 0.57
H -1.0579 -1.3896 1.5896 0.06
H 2.8469 0.6801 -7.7337 0.24
H -2.2030 -0.6223 3.6013 0.46
H 6.2686 2.4167 3.2249 0.30
H -1.9442 -2.5897 -2.6169 0.16
H 3.8034 -0.3561 -0.1976 0.35
H 1.7251 -0.7021 -7.7628 0.34
H -2.8427 -3.5076 -0.9348 0.43
H -1.3348 1.1426 1.8499 -0.14
H 1.1395 0.9192 -7.2896 0.34
H -4.2698 0.8457 0.3245 0.46
H -4.9023 -0.5668 1.2143 0.35
H -0.1920 -0.8137 -6.3866 0.39
H 2.3164 -0.7811 0.6840 0.38
H -2.3396 -0.4257 -0.4530 0.22
H 2.9589 -0.5143 -3.5162 0.41
H -3.9473 2.1940 2.1419 0.38
H 2.3295 0.6144 -0.4330 0.40
H 5.3653 2.2873 1.6951 0.24
H -3.8387 -1.2880 -0.8958 0.41
H -4.1595 1.2062 3.5972 0.32
H -3.7288 -1.3892 3.0895 0.43
H -1.6288 -1.8161 -4.7037 0.32
H 2.4803 3.6562 4.7408 0.42
H 1.5013 -1.5397 -1.8099 0.57
H 0.0287 3.3624 4.4892 0.52
H -1.8223 -2.7807 2.3888 0.38
H -1.7972 -3.9774 0.4243 0.42
```

* total charge: 0
* SMILES: COc1ccc(NC(=O)CN2CCN(CC(=O)Nc3ccc(OC)c(OC)c3)CC2)cc1
* DFT total energy: -1489.64408 Eh
* Kohn-Sham gap: 7.79 eV
* relative energy (zero: lowest compared OMol25 entry of this formula, charge and spin): 1.712 eV
* LUMO level: 0.43 eV



(4)
Density functional theory data (ωB97M-V/def2-TZVPD) for a single CH2N4O2S2 molecule in a non-equilibrium geometry.

The geometry in XYZ format:
```
11
Properties=species:S:1:pos:R:3:mulliken_charge:R:1
S 0.6902 1.7050 0.6314 -0.26
S 0.4537 0.8913 2.7140 0.61
O 1.0998 -0.4401 2.6557 -0.45
O -1.1303 0.8579 2.8299 -0.44
N -0.9103 -1.4070 -0.7861 -0.34
N -0.0670 -1.2735 -1.7147 -0.25
N 0.7835 -0.2422 -1.2921 0.02
N -0.8776 -0.4849 0.0978 -0.04
C 0.1618 0.2839 -0.2258 0.46
H 1.4691 0.2582 -1.9086 0.28
H -1.8099 0.2195 2.3882 0.42
```

* total charge: 0
* DFT total energy: -1205.10956 Eh
* Kohn-Sham gap: 9.33 eV
* relative energy (zero: lowest compared OMol25 entry of this formula, charge and spin): 0.000 eV
* LUMO level: -0.48 eV



| no. | highest occupied orbital energy (eV) |
| --- | --- |
| 1 | -2.570 |
| 2 | -9.287 |
| 3 | -7.366 |
| 4 | -9.810 |